Record 1
The following is a quantum chemistry calculation of the molecule C5H8O2S, from OMol25.

Structure (ORCA input):
```
! wB97M-V def2-TZVPD RIJCOSX def2/J DEFGRID3
* xyz 0 1
C -0.482 -0.535 0.559
C -1.659 -0.177 -0.315
C 0.164 0.783 -1.354
C 0.724 0.079 -0.131
C 0.237 0.607 1.201
H 0.382 -2.067 1.312
H -2.569 0.122 0.211
H -1.885 -1.040 -0.959
H 0.366 0.166 -2.244
H 0.559 1.782 -1.544
H 3.077 0.036 0.213
H 0.822 0.394 2.069
H -0.233 1.579 1.218
O -0.509 -1.812 1.087
O -1.222 0.946 -1.077
S 2.229 -0.862 -0.244
*
```

Properties
HOMO energy (eV): -9.4
Energy relative to the best compared isomer or geometry (same formula, charge and spin) (kJ/mol): 128.9
LUMO (Eh): 0.0237
Structure (SMILES): O[C@]12COC[C@@]1(S)C2
Kohn-Sham gap (eV): 10.00

Mulliken charges in e: atom 1 (C): 0.580, atom 2 (C): -0.668, atom 3 (C): -0.582, atom 4 (C): 0.332, atom 5 (C): -0.748, atom 6 (H): 0.343, atom 7 (H): 0.301, atom 8 (H): 0.314, atom 9 (H): 0.324, atom 10 (H): 0.297, atom 11 (H): 0.141, atom 12 (H): 0.331, atom 13 (H): 0.222, atom 14 (O): -0.551, atom 15 (O): -0.398, atom 16 (S): -0.237



Record 2
The following is a quantum chemistry calculation of C30H68F6N6O15S6V as an isolated structure, from OMol25.

Structure (ORCA input):
```
! wB97M-V def2-TZVPD RIJCOSX def2/J DEFGRID3
* xyz 1 3
O -9.980 -11.767 2.211
V -11.303 -11.762 3.156
O -12.162 -13.022 2.748
C -11.486 -12.327 -0.904
C -10.601 -11.118 -1.255
N -10.946 -10.455 -2.635
C -11.182 -11.586 -3.702
C -12.253 -9.597 -2.422
C -12.934 -9.253 -3.812
C -9.802 -9.546 -3.165
C -9.033 -8.695 -2.176
O -8.331 -9.433 -1.220
C -7.686 -8.646 -0.225
H -11.125 -13.254 -1.350
H -12.567 -12.210 -0.971
H -11.385 -12.575 0.152
H -9.556 -11.421 -1.205
H -10.687 -10.386 -0.452
H -10.980 -11.260 -4.722
H -12.153 -12.046 -3.518
H -10.315 -12.185 -3.426
H -11.960 -8.695 -1.885
H -12.926 -10.169 -1.782
H -12.162 -8.910 -4.500
H -13.695 -8.481 -3.694
H -13.328 -10.207 -4.162
H -10.184 -8.981 -4.015
H -8.971 -10.188 -3.457
H -9.761 -8.014 -1.736
H -8.410 -7.954 -2.679
H -7.085 -9.308 0.398
H -8.347 -8.188 0.511
H -7.019 -7.896 -0.649
C -15.765 -12.838 3.064
C -16.474 -12.549 4.316
C -16.462 -11.076 4.479
C -17.362 -10.745 5.672
N -17.527 -9.189 5.888
C -18.478 -8.507 4.830
C -19.323 -7.539 5.594
C -19.668 -8.388 6.832
C -18.321 -9.037 7.214
C -16.239 -8.303 5.839
C -15.078 -8.551 6.878
C -13.762 -7.894 6.420
H -14.684 -12.695 3.058
H -16.201 -12.260 2.250
H -15.921 -13.894 2.841
H -15.975 -13.004 5.172
H -17.519 -12.832 4.189
H -16.799 -10.604 3.556
H -15.416 -10.834 4.668
H -17.038 -11.212 6.601
H -18.404 -11.045 5.558
H -17.892 -8.029 4.046
H -19.144 -9.259 4.408
H -18.817 -6.606 5.845
H -20.178 -7.062 5.116
H -20.042 -7.693 7.584
H -20.404 -9.176 6.677
H -17.676 -8.485 7.898
H -18.524 -10.011 7.658
H -16.477 -7.241 5.895
H -15.804 -8.471 4.853
H -15.004 -9.579 7.235
H -15.472 -7.991 7.726
H -13.468 -8.263 5.438
H -12.960 -8.137 7.116
H -13.802 -6.806 6.484
C -9.437 -20.607 1.514
C -9.881 -19.165 1.246
C -10.122 -18.432 2.618
C -11.557 -18.493 3.199
N -11.821 -17.351 4.275
C -13.289 -17.610 4.846
C -13.851 -16.253 5.109
C -13.388 -15.347 4.047
C -12.018 -15.977 3.603
C -10.769 -17.432 5.472
C -11.125 -16.727 6.759
C -10.016 -16.878 7.935
H -9.125 -21.180 0.640
H -10.233 -20.987 2.153
H -8.542 -20.817 2.100
H -10.738 -19.188 0.573
H -9.007 -18.783 0.719
H -9.778 -17.398 2.646
H -9.376 -18.847 3.296
H -11.588 -19.363 3.854
H -12.333 -18.556 2.436
H -13.250 -18.423 5.572
H -13.851 -18.165 4.096
H -13.455 -16.012 6.096
H -14.939 -16.295 5.079
H -13.393 -14.334 4.450
H -14.097 -15.293 3.221
H -11.143 -15.378 3.857
H -12.031 -16.067 2.517
H -9.750 -17.277 5.118
H -10.739 -18.496 5.705
H -12.042 -17.070 7.240
H -11.299 -15.695 6.455
H -10.435 -16.524 8.877
H -9.087 -16.330 7.782
H -9.782 -17.917 8.169
N -12.013 -9.889 2.483
S -13.356 -9.453 1.876
O -13.412 -9.145 0.460
O -14.434 -9.041 2.751
F -13.934 -10.980 1.674
S -11.269 -8.404 2.239
O -11.717 -7.287 3.067
O -10.727 -8.199 0.896
F -9.961 -8.939 3.097
N -11.157 -12.051 5.246
S -9.704 -12.635 5.892
O -9.520 -14.035 5.911
O -9.003 -11.718 6.830
F -8.813 -12.385 4.614
S -11.907 -11.994 6.567
O -12.015 -10.638 7.187
O -11.852 -13.136 7.467
F -13.347 -12.146 5.838
N -7.755 -15.875 1.378
S -8.082 -14.642 2.175
O -9.410 -14.518 2.699
O -7.257 -13.458 1.897
F -7.391 -15.213 3.521
S -8.879 -15.482 0.193
O -8.602 -14.392 -0.697
O -10.271 -15.797 0.460
F -8.605 -16.733 -0.776
*
```

Properties
HOMO energy (spin up / spin down) (eV): -11.0 / -11.0
LUMO (spin up / spin down) (Eh): -0.1220 / -0.2055
Kohn-Sham gap (spin up / spin down) (eV): 7.64 / 5.38

Here are the Mulliken charges for atoms 1 to 99, given in e: atom 1 (O): -0.445, atom 2 (V): 2.476, atom 3 (O): -0.202, atom 4 (C): -0.986, atom 5 (C): 0.101, atom 6 (N): 0.737, atom 7 (C): -1.110, atom 8 (C): -0.392, atom 9 (C): -1.231, atom 10 (C): -0.769, atom 11 (C): -0.660, atom 12 (O): -0.260, atom 13 (C): -0.744, atom 14 (H): 0.533, atom 15 (H): 0.314, atom 16 (H): -0.286, atom 17 (H): 0.551, atom 18 (H): -0.453, atom 19 (H): 0.291, atom 20 (H): 0.396, atom 21 (H): 0.493, atom 22 (H): 0.345, atom 23 (H): 0.335, atom 24 (H): 0.254, atom 25 (H): 0.419, atom 26 (H): 0.347, atom 27 (H): 0.383, atom 28 (H): 0.433, atom 29 (H): 0.241, atom 30 (H): 0.699, atom 31 (H): 0.260, atom 32 (H): 0.210, atom 33 (H): 0.363, atom 34 (C): -1.055, atom 35 (C): -0.570, atom 36 (C): 0.350, atom 37 (C): -1.552, atom 38 (N): 0.763, atom 39 (C): -0.778, atom 40 (C): -0.549, atom 41 (C): -0.696, atom 42 (C): -0.506, atom 43 (C): -1.101, atom 44 (C): -0.564, atom 45 (C): -1.323, atom 46 (H): -0.177, atom 47 (H): 0.580, atom 48 (H): 0.410, atom 49 (H): 0.253, atom 50 (H): 0.476, atom 51 (H): 0.410, atom 52 (H): -0.005, atom 53 (H): 0.403, atom 54 (H): 0.532, atom 55 (H): 0.347, atom 56 (H): 0.413, atom 57 (H): 0.304, atom 58 (H): 0.420, atom 59 (H): 0.377, atom 60 (H): 0.302, atom 61 (H): 0.343, atom 62 (H): 0.383, atom 63 (H): 0.604, atom 64 (H): 0.421, atom 65 (H): 0.390, atom 66 (H): 0.464, atom 67 (H): 0.172, atom 68 (H): 0.372, atom 69 (H): 0.446, atom 70 (C): -1.446, atom 71 (C): -0.257, atom 72 (C): 0.717, atom 73 (C): -1.031, atom 74 (N): 0.595, atom 75 (C): -1.067, atom 76 (C): -0.854, atom 77 (C): 1.302, atom 78 (C): -0.051, atom 79 (C): -0.753, atom 80 (C): 0.024, atom 81 (C): -1.570, atom 82 (H): 0.407, atom 83 (H): 0.329, atom 84 (H): 0.349, atom 85 (H): 0.370, atom 86 (H): 0.169, atom 87 (H): -0.909, atom 88 (H): 0.376, atom 89 (H): 0.610, atom 90 (H): 0.431, atom 91 (H): 0.414, atom 92 (H): 0.497, atom 93 (H): 0.269, atom 94 (H): 0.553, atom 95 (H): -0.769, atom 96 (H): 0.203, atom 97 (H): -0.562, atom 98 (H): 0.108, atom 99 (H): 0.466



Record 3
The following is a quantum chemistry calculation of C8H21IrN5O2PS as an isolated structure, from OMol25.

Structure (ORCA input):
```
! wB97M-V def2-TZVPD RIJCOSX def2/J DEFGRID3
* xyz 3 2
Ir 0.065 -0.336 -0.040
C -4.138 -0.340 -0.641
C -2.729 -0.025 -0.309
N -1.862 -0.893 0.101
O -2.317 -2.194 0.125
C -2.209 1.355 -0.388
C -3.065 2.574 -0.488
N -0.917 1.455 -0.338
O -0.208 2.464 -0.307
H -4.237 -1.355 -1.015
H -4.526 0.376 -1.363
H -4.754 -0.271 0.264
H -2.050 -2.564 0.982
H -4.034 2.404 -0.022
H -3.237 2.817 -1.542
H -2.572 3.429 -0.031
N 1.927 0.773 -0.125
N 2.782 0.671 0.992
C 2.308 0.160 2.121
N 3.016 0.143 3.218
S 0.710 -0.543 2.140
H 2.471 0.577 -0.965
H 1.574 1.733 -0.198
H 3.704 1.087 0.924
H 3.950 0.533 3.283
H 2.637 -0.256 4.068
C -0.776 -2.647 -2.565
P 0.609 -1.920 -1.699
C 1.699 -1.270 -2.966
C 1.465 -3.229 -0.813
H -0.365 -3.428 -3.213
H -1.272 -1.905 -3.191
H -1.490 -3.094 -1.884
H 1.874 -2.076 -3.684
H 2.663 -0.963 -2.557
H 1.233 -0.435 -3.491
H 1.714 -3.988 -1.562
H 0.827 -3.680 -0.054
H 2.386 -2.872 -0.353
*
```

Properties
HOMO energy (spin up / spin down) (eV): -19.2 / -19.3
LUMO (spin up / spin down) (Eh): -0.4747 / -0.4783
Kohn-Sham gap (spin up / spin down) (eV): 6.27 / 6.31

Mulliken charges in e: atom 1 (Ir): 0.815, atom 2 (C): -1.402, atom 3 (C): 0.343, atom 4 (N): 0.234, atom 5 (O): -0.372, atom 6 (C): 0.543, atom 7 (C): -1.573, atom 8 (N): 0.486, atom 9 (O): -0.720, atom 10 (H): 0.443, atom 11 (H): 0.427, atom 12 (H): 0.391, atom 13 (H): 0.389, atom 14 (H): 0.435, atom 15 (H): 0.382, atom 16 (H): 0.469, atom 17 (N): -0.555, atom 18 (N): -0.243, atom 19 (C): 0.916, atom 20 (N): -0.350, atom 21 (S): -0.357, atom 22 (H): 0.293, atom 23 (H): 0.448, atom 24 (H): 0.257, atom 25 (H): 0.254, atom 26 (H): 0.243, atom 27 (C): -1.200, atom 28 (P): 0.828, atom 29 (C): -1.300, atom 30 (C): -1.266, atom 31 (H): 0.494, atom 32 (H): 0.412, atom 33 (H): 0.355, atom 34 (H): 0.444, atom 35 (H): 0.388, atom 36 (H): 0.451, atom 37 (H): 0.458, atom 38 (H): 0.364, atom 39 (H): 0.376



Record 4
The following is a quantum chemistry calculation of an isolated ion of composition C5H11N2 and charge +1, from OMol25.

Structure (ORCA input):
```
! wB97M-V def2-TZVPD RIJCOSX def2/J DEFGRID3
* xyz 1 1
C -0.919 -0.815 -1.030
C -0.063 0.251 0.819
C -1.557 -1.375 -2.209
C -0.131 1.704 0.063
C 2.422 -0.099 0.717
N 1.131 -0.478 0.544
N -1.086 -0.575 0.151
H -0.395 0.364 1.912
H -0.918 -2.188 -2.508
H -1.500 -0.428 -2.839
H -2.606 -1.653 -1.838
H 0.592 2.567 0.351
H -1.158 2.018 0.051
H 0.068 1.465 -0.939
H 3.013 -0.914 1.046
H 2.801 0.008 -0.310
H 2.639 0.877 1.220
H -1.955 -0.718 0.616
*
```

Properties
HOMO energy (spin up / spin down) (eV): -13.3 / -13.7
Energy relative to the best compared isomer or geometry (same formula, charge and spin) (kJ/mol): 542.1
LUMO (spin up / spin down) (Eh): -0.2041 / -0.1654
Kohn-Sham gap (spin up / spin down) (eV): 7.76 / 9.16

Mulliken charges in e: atom 1 (C): 0.293, atom 2 (C): 0.118, atom 3 (C): -0.749, atom 4 (C): -1.169, atom 5 (C): -0.786, atom 6 (N): -0.314, atom 7 (N): -0.042, atom 8 (H): 0.336, atom 9 (H): 0.306, atom 10 (H): 0.275, atom 11 (H): 0.306, atom 12 (H): 0.316, atom 13 (H): 0.399, atom 14 (H): 0.421, atom 15 (H): 0.353, atom 16 (H): 0.328, atom 17 (H): 0.304, atom 18 (H): 0.305



| no. | E_tot (Ha) |
| --- | --- |
| 1 | -743.93829 |
| 2 | -6572.71045 |
| 3 | -1584.42364 |
| 4 | -306.17698 |